Record 1
The following is a quantum chemistry calculation of CH4FN2OTl as an isolated structure at a distorted geometry, from the Open Molecules 2025 dataset.

Each line ends with the Mulliken charge.
Element x y z (Å)
Tl 2.408 -1.089 -2.049  1.30
F 3.801 -3.127 -3.312  -0.15
C -0.556 0.275 0.295  0.76
O -0.068 -0.349 -0.687  -0.41
N -0.114 1.486 0.679  -0.30
N -1.575 -0.257 1.005  -0.24
H -0.544 2.002 1.438  0.23
H 0.727 1.900 0.305  0.22
H -2.163 0.343 1.578  0.28
H -1.916 -1.182 0.749  0.30

Calculated values
ΔE to the lowest compared entry with this formula, charge and spin (eV): 1.019
M (g mol⁻¹): 283.44
Frontier orbital gap (eV): 3.13
Charge: +2
Electronic energy (eV): -13515.1694
HOMO energy (hartree): -0.7090

***

Record 2
The following is a quantum chemistry calculation of a 2-piece molecular cluster, CH4FN3 overall at a distorted geometry, from the Open Molecules 2025 dataset.

Each line ends with the Mulliken charge.
Element x y z (Å)
N 2.750 0.085 0.213  -0.45
C 1.630 -0.317 0.233  0.35
N 0.601 -0.928 0.279  -0.40
H 3.205 0.861 -0.347  0.27
H 0.385 -1.749 -0.120  0.22
N -2.318 0.571 0.528  -0.29
F -2.932 -0.571 -0.070  -0.21
H -2.786 0.549 1.535  0.25
H -2.740 1.298 0.026  0.24

Calculated values
ΔE to the lowest compared entry with this formula, charge and spin (eV): 1.459
M (g mol⁻¹): 77.06
Frontier orbital gap (eV): 10.86
Charge: 0
Electronic energy (eV): -8286.1774
HOMO energy (hartree): -0.3618

***

Record 3
The following is a quantum chemistry calculation of a 2-piece molecular cluster, CH4FNO2 overall at a distorted geometry, from the Open Molecules 2025 dataset.

Each line ends with the Mulliken charge.
Element x y z (Å)
C 0.068 -0.104 -0.267  0.08
N -1.112 0.536 -0.684  -0.14
O 0.287 -1.386 -0.558  -0.46
O 1.136 0.654 -0.575  -0.41
F -2.271 0.130 -0.028  -0.14
H -0.229 -0.169 1.613  0.12
H -1.153 1.557 -0.688  0.26
H -0.293 -2.037 -0.062  0.40
H 2.021 0.341 -0.593  0.30

Calculated values
ΔE to the lowest compared entry with this formula, charge and spin (eV): 6.165
M (g mol⁻¹): 81.05
Frontier orbital gap (eV): 9.10
Charge: 0
Electronic energy (eV): -9399.1879
HOMO energy (hartree): -0.3111

***

> Look up the HOMO energy of the third one.

-0.3111 hartree

***

> M of number 1 (CH4FN2OTl)?

283.44 g mol⁻¹

***

> Which of these has the highest M?

CH4FN2OTl